Model P:
Entry from OMol25: a structure of composition C23H21N4O4RhS3Te (ωB97M-V with the def2-TZVPD basis set).

Structure (XYZ):
```
57
Properties=species:S:1:pos:R:3:mulliken_charge:R:1
Rh 0.318 0.312 -2.293 0.044
C -0.712 -2.239 0.318 -1.359
C -0.157 -0.884 0.553 -0.161
N 0.210 0.032 -0.334 0.912
C 0.736 1.108 0.351 -0.154
C 0.682 0.845 1.679 0.263
N 0.113 -0.400 1.779 0.100
C 1.129 1.550 2.911 0.455
O 1.691 2.724 2.747 -0.571
O 0.970 1.004 3.976 -0.646
C 1.242 2.267 -0.422 1.190
O 1.708 3.239 0.171 -0.839
O 1.122 2.132 -1.689 -0.801
H -0.770 -2.443 -0.748 0.191
H -1.712 -2.317 0.744 0.275
H -0.073 -2.985 0.793 0.473
H -0.044 -0.856 2.667 0.267
H 1.727 2.990 1.772 0.381
C 5.293 2.173 1.837 -1.665
C 4.710 1.343 0.729 0.583
C 4.349 0.019 0.933 -0.860
C 3.752 -0.741 -0.068 1.342
C 3.423 -2.179 0.239 -1.757
C 3.497 -0.137 -1.312 -0.097
Te 2.297 -1.185 -2.699 0.029
C 3.905 1.183 -1.560 0.945
C 3.734 1.875 -2.884 -1.848
C 4.502 1.895 -0.527 -0.526
H 5.358 1.608 2.766 0.364
H 4.673 3.054 2.016 0.343
H 6.294 2.522 1.577 0.404
H 4.528 -0.435 1.901 0.256
H 3.726 -2.422 1.257 0.378
H 3.938 -2.858 -0.441 0.415
H 2.358 -2.386 0.138 0.303
H 2.819 1.584 -3.392 0.377
H 4.569 1.629 -3.546 0.385
H 3.716 2.955 -2.745 0.381
H 4.779 2.929 -0.701 0.390
S -4.775 2.180 -0.565 -0.291
C -3.999 0.909 -1.255 0.219
S -2.614 1.064 -2.313 -0.002
C -2.432 -0.668 -2.350 0.322
N -3.341 -1.306 -1.706 -0.744
N -4.249 -0.429 -1.151 0.616
C -5.335 -1.019 -0.431 0.423
C -5.085 -2.129 0.364 -0.177
C -6.129 -2.722 1.055 -0.701
C -7.414 -2.210 0.952 -0.447
C -7.654 -1.109 0.143 -0.630
C -6.618 -0.510 -0.557 -0.445
S -1.049 -1.394 -3.124 -0.223
H -4.084 -2.533 0.416 0.381
H -5.935 -3.588 1.674 0.363
H -8.228 -2.671 1.495 0.383
H -8.655 -0.712 0.048 0.366
H -6.804 0.345 -1.189 0.420
```

HOMO energy (spin up / spin down) = -8.2 / -8.2 eV

Model Q:
Entry from OMol25: a structure of composition C23H21N4O4RhS3Te (ωB97M-V with the def2-TZVPD basis set).

Structure (XYZ):
```
57
Properties=species:S:1:pos:R:3:mulliken_charge:R:1
Rh -0.106 -0.176 -0.423 0.504
C 1.016 0.860 3.146 -1.160
C 0.426 -0.445 2.753 -0.057
N 0.330 -0.909 1.514 0.349
C -0.257 -2.146 1.601 0.386
C -0.482 -2.466 2.895 -0.280
N -0.044 -1.371 3.604 0.017
C -1.138 -3.580 3.629 0.499
O -1.501 -4.628 2.915 -0.523
O -1.304 -3.474 4.817 -0.605
C -0.518 -2.833 0.339 1.204
O -0.882 -3.997 0.304 -0.808
O -0.333 -2.074 -0.709 -0.848
H 1.302 1.406 2.250 0.132
H 1.905 0.712 3.761 0.383
H 0.302 1.456 3.715 0.354
H -0.110 -1.318 4.611 0.242
H -1.262 -4.509 1.956 0.408
C -4.101 5.951 -2.300 -1.439
C -3.722 4.593 -1.767 0.516
C -2.736 4.448 -0.806 -1.208
C -2.376 3.202 -0.295 0.997
C -1.335 3.160 0.797 -1.128
C -3.024 2.063 -0.786 0.124
Te -2.571 0.145 -0.065 0.167
C -4.035 2.180 -1.759 1.206
C -4.761 0.991 -2.346 -1.735
C -4.362 3.448 -2.226 -0.940
H -3.455 6.730 -1.899 0.352
H -5.132 6.196 -2.039 0.327
H -4.028 5.976 -3.389 0.344
H -2.228 5.331 -0.430 0.241
H -0.822 4.119 0.872 0.380
H -0.579 2.397 0.622 -0.038
H -1.800 2.939 1.762 0.337
H -4.082 0.371 -2.933 0.344
H -5.567 1.329 -2.996 0.365
H -5.198 0.349 -1.582 0.365
H -5.142 3.542 -2.976 0.326
S 5.525 0.208 0.709 -0.297
C 4.185 0.122 -0.231 0.206
S 3.128 1.460 -0.559 -0.124
C 2.064 0.447 -1.452 0.502
N 2.440 -0.787 -1.529 -0.647
N 3.627 -0.961 -0.859 0.635
C 4.169 -2.292 -0.890 0.084
C 3.352 -3.338 -0.500 0.036
C 3.859 -4.628 -0.505 -0.614
C 5.169 -4.857 -0.904 -0.479
C 5.966 -3.797 -1.318 -0.612
C 5.466 -2.502 -1.316 -0.410
S 0.579 1.051 -2.208 -0.270
H 2.329 -3.138 -0.205 0.279
H 3.232 -5.452 -0.188 0.406
H 5.568 -5.863 -0.901 0.382
H 6.982 -3.975 -1.645 0.367
H 6.073 -1.668 -1.639 0.457
```

HOMO energy = -7.8 eV

Most stable one: model P, least stable one: model Q.

Model P:
Entry from OMol25: a structure of composition C32H29F3N6O5PPbS (ωB97M-V with the def2-TZVPD basis set).

Structure (XYZ):
```
78
Properties=species:S:1:pos:R:3:mulliken_charge:R:1
Pb 0.735 -0.106 0.209 1.890
F 1.173 0.307 -5.096 -0.179
C -0.020 -0.334 -5.007 0.451
F 0.245 -1.632 -4.850 -0.195
F -0.653 -0.165 -6.159 -0.282
C -0.812 0.218 -3.846 -0.264
C -2.027 0.849 -4.056 -0.515
C -2.714 1.391 -2.977 -0.983
C -2.159 1.270 -1.721 -0.576
N -0.996 0.641 -1.506 0.171
C -0.324 0.129 -2.542 1.227
S 1.225 -0.630 -2.146 -0.449
H -2.427 0.919 -5.059 0.604
H -3.657 1.900 -3.112 0.529
H -2.652 1.673 -0.845 0.287
O 0.236 0.690 3.335 -0.350
N 1.484 0.104 3.179 -0.466
C 1.472 -1.151 3.398 -0.645
C 0.314 -1.963 3.809 0.744
C 0.465 -2.746 4.948 -0.713
C -0.609 -3.446 5.476 -0.827
C -1.847 -3.381 4.857 -0.802
C -1.997 -2.653 3.687 -0.380
C -0.922 -1.942 3.152 0.623
P -1.266 -1.203 1.543 1.237
C -1.821 -2.515 0.465 1.199
C -2.531 -2.196 -0.700 -0.453
C -2.943 -3.206 -1.552 -0.842
C -2.655 -4.532 -1.253 -0.778
C -1.956 -4.854 -0.097 -0.826
C -1.533 -3.852 0.761 -1.121
C -2.537 0.059 1.606 1.377
C -2.238 1.419 1.702 -0.536
C -3.264 2.340 1.829 -0.767
C -4.586 1.912 1.868 -0.719
C -4.886 0.561 1.762 -0.882
C -3.869 -0.370 1.624 -0.535
H 0.416 1.627 3.194 0.424
H 2.450 -1.620 3.336 0.509
H 1.428 -2.779 5.442 0.529
H -0.480 -4.036 6.373 0.453
H -2.696 -3.908 5.271 0.493
H -2.959 -2.651 3.189 0.388
H -2.793 -1.172 -0.924 0.474
H -3.506 -2.961 -2.443 0.515
H -2.988 -5.320 -1.916 0.464
H -1.744 -5.887 0.141 0.498
H -0.998 -4.119 1.663 0.585
H -1.215 1.767 1.662 0.150
H -3.035 3.395 1.905 0.485
H -5.384 2.633 1.976 0.456
H -5.915 0.228 1.786 0.482
H -4.118 -1.418 1.524 0.420
O 0.861 1.939 0.736 -0.660
O 2.232 2.368 0.572 -0.200
N 5.112 -0.896 0.345 -0.435
C 4.039 -0.372 0.943 0.467
N 4.197 0.449 1.980 -0.244
O 2.888 -0.688 0.504 -0.732
H 6.045 -0.766 0.697 0.189
H 4.974 -1.527 -0.426 0.229
H 5.107 0.640 2.365 0.223
H 3.372 0.738 2.490 0.293
O 1.934 -4.245 0.283 -0.171
C 1.399 -3.266 0.396 0.295
N 4.549 6.134 -3.369 -0.404
C 3.810 5.047 -3.190 1.149
C 3.227 4.360 -4.312 -0.575
C 2.466 3.242 -4.167 -0.776
N 2.270 2.783 -2.859 0.198
C 2.823 3.469 -2.057 0.534
C 3.601 4.536 -1.851 -0.913
H 4.705 6.510 -4.292 0.229
H 4.965 6.632 -2.599 0.220
H 3.407 4.744 -5.308 0.359
H 2.012 2.674 -4.963 0.492
H 2.099 3.232 0.163 0.196
H 3.993 4.975 -0.949 0.458
```

net charge = +3
HOMO energy = -16.4 eV

Model Q:
Entry from OMol25: a structure of composition C32H29F3N6O5PPbS (ωB97M-V with the def2-TZVPD basis set).

Structure (XYZ):
```
78
Properties=species:S:1:pos:R:3:mulliken_charge:R:1
Pb 0.288 0.532 -0.047 1.065
F 2.648 2.756 4.164 -0.203
C 1.563 3.541 4.133 0.550
F 1.341 3.981 5.374 -0.286
F 1.848 4.596 3.359 -0.215
C 0.366 2.788 3.602 -0.106
C -0.779 2.670 4.372 -0.265
C -1.872 1.956 3.898 -1.198
C -1.778 1.369 2.657 -0.298
N -0.679 1.493 1.904 -0.076
C 0.383 2.200 2.337 0.831
S 1.710 2.301 1.176 -0.438
H -0.811 3.133 5.349 0.588
H -2.772 1.859 4.485 0.483
H -2.584 0.786 2.231 0.539
O -3.006 2.449 -0.098 -0.405
N -2.356 1.582 -0.891 0.367
C -2.812 1.314 -2.043 -1.757
C -1.969 0.416 -2.873 1.467
C -1.521 0.929 -4.110 -0.188
C -0.552 0.318 -4.923 -1.175
C 0.000 -0.853 -4.520 -0.905
C -0.526 -1.547 -3.340 0.490
C -1.503 -0.816 -2.483 -0.437
P -1.987 -1.978 -1.103 1.458
C -3.042 -3.219 -1.828 0.730
C -2.525 -4.336 -2.497 -0.263
C -3.381 -5.234 -3.110 -0.892
C -4.756 -5.031 -3.057 -0.564
C -5.276 -3.930 -2.392 -0.821
C -4.428 -3.020 -1.782 -0.651
C -0.274 -2.748 -1.262 1.155
C 0.139 -3.701 -0.324 -0.861
C 1.129 -4.678 -0.469 -0.574
C 2.148 -4.724 -1.402 -0.818
C 2.740 -3.601 -1.998 -0.199
C 1.790 -2.276 -2.536 -1.194
H -3.812 2.790 -0.528 0.333
H -3.708 1.771 -2.465 0.570
H -1.932 1.880 -4.436 0.513
H -0.247 0.796 -5.843 0.595
H 0.752 -1.345 -5.127 0.741
H -1.158 -2.334 -3.827 0.527
H -1.460 -4.534 -2.528 0.326
H -2.980 -6.101 -3.617 0.463
H -5.423 -5.741 -3.528 0.434
H -6.346 -3.782 -2.341 0.460
H -4.840 -2.173 -1.252 0.470
H -0.538 -3.861 0.510 0.570
H 1.009 -5.556 0.156 0.570
H 2.607 -5.681 -1.628 0.528
H 3.607 -3.707 -2.643 0.672
H 2.265 -1.801 -3.389 0.777
O -3.058 -1.059 -0.251 -0.556
O -1.878 -1.701 0.475 -0.363
N 1.864 2.988 -3.950 -0.417
C 1.408 2.795 -2.692 0.379
N 1.322 3.871 -1.897 -0.308
O 1.043 1.654 -2.311 -0.039
H 2.290 3.857 -4.226 0.197
H 2.100 2.173 -4.486 0.210
H 1.694 4.764 -2.174 0.235
H 1.127 3.726 -0.916 0.053
O 2.576 -2.360 -1.405 -0.135
C 0.395 -2.287 -2.377 0.275
N 2.952 -2.458 5.153 -0.443
C 2.364 -2.017 4.033 0.939
C 3.119 -1.587 2.922 -1.049
C 2.471 -1.126 1.808 -0.635
N 1.132 -1.067 1.690 0.351
C 0.410 -1.487 2.742 -0.476
C 0.960 -1.964 3.903 -0.927
H 3.952 -2.432 5.261 0.206
H 2.411 -2.707 5.963 0.208
H 4.200 -1.593 2.953 0.412
H 3.051 -0.769 0.964 0.526
H -0.668 -1.425 2.643 0.448
H 0.317 -2.277 4.715 0.422
```

net charge = +3
HOMO energy = -15.3 eV

Most stable one: model P, least stable one: model Q.

Model P:
Entry from OMol25: the molecule C6H12N2O (ωB97M-V with the def2-TZVPD basis set).

Structure (XYZ):
```
21
Properties=species:S:1:pos:R:3:mulliken_charge:R:1
C -0.992 2.022 -0.196 -0.951
C -0.079 -0.111 0.411 0.507
C 1.313 0.319 0.853 -0.670
C 2.168 -0.262 -0.311 -0.534
C 0.390 -1.519 -0.157 -0.536
C -1.001 -1.397 0.368 0.208
H -1.208 2.685 -1.033 0.390
H -0.386 2.564 0.497 0.312
H -2.024 1.917 0.250 0.231
H 0.118 0.795 -1.384 0.220
H 1.462 1.382 0.852 0.213
H 1.656 -0.194 1.794 0.325
H 2.490 0.587 -1.014 0.294
H 3.051 -0.841 -0.084 0.360
H 0.938 -2.105 0.595 0.265
H -1.024 -2.083 1.238 0.334
H -3.002 -1.588 0.300 0.273
H -2.363 -0.531 -0.781 0.268
N -0.518 0.787 -0.629 -0.301
N -2.230 -1.408 -0.393 -0.700
O 1.241 -1.020 -1.177 -0.507
```

SMILES = CN[C@]12CCO[C@@H]1[C@@H]2N
HOMO energy = -8.3 eV

Model Q:
Entry from OMol25: a cluster of 2 separate species, C6H12N2O in total (ωB97M-V with the def2-TZVPD basis set).

Structure (XYZ):
```
21
Properties=species:S:1:pos:R:3:mulliken_charge:R:1
C -0.072 2.367 -1.687 -0.953
C -0.488 0.025 1.568 -0.888
C -1.194 -2.283 1.438 -1.066
N 0.457 1.331 -0.854 -0.109
N -0.654 -1.130 0.711 0.198
C 1.544 0.763 -0.839 0.754
C -1.018 -1.114 -0.625 -0.023
C 2.826 0.516 -0.732 -1.142
O -2.083 -1.401 -1.108 -0.507
H -0.119 -1.155 -1.262 0.300
H -1.049 2.029 -2.042 0.300
H -0.202 3.251 -1.056 0.315
H 0.510 2.608 -2.582 0.318
H -0.414 -0.244 2.626 0.393
H 0.516 0.432 1.479 0.219
H -0.498 -2.641 2.196 0.337
H -1.459 -3.087 0.755 0.347
H -2.113 -1.998 1.959 0.358
H -1.308 0.742 1.566 0.324
H 3.361 0.026 -1.527 0.252
H 3.459 0.963 0.015 0.273
```

SMILES = CN(C)C=O.C=C=NC
HOMO energy = -8.7 eV

Most stable one: model Q, least stable one: model P.

Model P:
Entry from OMol25: the molecule C6H12N2O (ωB97M-V with the def2-TZVPD basis set).

Structure (XYZ):
```
21
Properties=species:S:1:pos:R:3:mulliken_charge:R:1
C 2.475 -0.766 -0.059 -1.353
C 1.538 0.384 -0.300 0.745
C 0.097 0.005 -0.393 0.462
C -0.883 1.047 -0.756 -0.988
C -2.041 -0.273 0.836 -0.671
C -0.657 -0.890 0.637 -0.493
H 3.506 -0.510 -0.272 0.393
H 2.450 -1.095 1.045 0.248
H 2.146 -1.737 -0.568 0.318
H 1.641 0.918 -1.323 0.269
H 0.848 1.352 1.410 0.368
H -0.937 1.038 -1.889 0.287
H -0.783 2.038 -0.365 0.344
H -2.883 1.191 -0.316 0.247
H -2.823 -0.996 0.946 0.402
H -2.049 0.367 1.738 0.270
H -0.076 -1.310 1.447 0.423
H -0.979 -1.394 -1.373 0.350
N -2.142 0.479 -0.387 -0.394
N -0.162 -1.327 -0.688 -0.635
O 1.712 1.479 0.631 -0.591
```

SMILES = C[C@H](O)[C@]12CNC[C@H]1N2
HOMO energy = -9.0 eV

Model Q:
Entry from OMol25: the molecule C6H12N2O (ωB97M-V with the def2-TZVPD basis set).

Structure (XYZ):
```
21
Properties=species:S:1:pos:R:3:mulliken_charge:R:1
C -1.300 2.092 -0.023 -0.759
C -0.609 -0.282 -0.272 0.242
C -1.472 -1.468 -0.516 -1.678
C 0.489 -0.874 0.621 -0.277
C 1.618 -1.532 -0.058 -0.557
C 2.279 0.930 0.179 0.094
H -1.849 2.773 0.580 0.338
H -1.695 2.051 -1.095 0.268
H -0.272 2.432 -0.028 0.193
H -1.351 0.666 1.490 0.272
H -0.307 0.194 -1.249 0.538
H -1.945 -1.752 0.458 0.324
H -2.282 -1.249 -1.173 0.408
H -0.852 -2.258 -0.831 0.428
H 0.082 -1.310 1.540 0.408
H 1.871 -1.259 -1.117 0.250
H 2.188 -2.423 0.297 0.251
H 1.783 1.819 0.620 0.360
N -1.389 0.722 0.433 -0.328
N 1.887 -0.352 0.779 -0.310
O 3.127 1.081 -0.636 -0.466
```

SMILES = CN[C@H](C)[C@H]1CN1C=O
HOMO energy = -8.7 eV

Model R:
Entry from OMol25: a structure of composition C6H12N2O (ωB97M-V with the def2-TZVPD basis set).

Structure (XYZ):
```
21
Properties=species:S:1:pos:R:3:mulliken_charge:R:1
C 0.786 0.743 0.064 1.569
C 1.377 2.030 -0.462 -1.513
C 1.750 -0.439 0.005 -1.605
N -1.377 -1.003 1.647 -0.111
C -1.022 0.099 0.871 0.163
C -0.604 0.027 -0.993 -0.439
C -0.619 -1.157 -1.622 -0.770
O -2.785 -1.206 1.762 -0.462
N 0.068 0.820 1.251 -0.877
H -2.928 -2.061 1.337 0.332
H -0.959 -0.957 2.575 0.284
H -1.896 0.635 0.492 0.291
H -1.081 0.871 -1.488 0.429
H 2.076 -0.638 -1.016 0.358
H 0.594 2.769 -0.634 0.365
H 2.043 2.432 0.307 0.385
H 1.945 1.877 -1.379 0.340
H 1.303 -1.337 0.427 0.342
H 2.613 -0.176 0.625 0.378
H -0.233 -2.057 -1.160 0.253
H -1.052 -1.272 -2.610 0.285
```

HOMO energy (spin up / spin down) = -7.9 / -7.9 eV

Model S:
Entry from OMol25: a structure of composition C6H12N2O (ωB97M-V with the def2-TZVPD basis set).

Structure (XYZ):
```
21
Properties=species:S:1:pos:R:3:mulliken_charge:R:1
C -1.565 0.087 1.124 -1.208
C 0.484 0.038 -2.237 -1.499
N -0.427 -0.435 0.365 0.202
C 0.024 0.787 -1.017 1.356
C -0.738 1.890 -1.122 -1.180
O -0.741 -1.795 0.038 -0.415
H -0.220 -1.958 -0.765 0.352
H -1.818 -0.617 1.916 0.336
H -1.299 1.050 1.556 0.381
H -2.402 0.197 0.437 0.401
H 1.356 0.541 -2.658 0.315
H 0.824 -0.977 -2.012 0.377
H -0.295 -0.005 -3.002 0.351
H -1.009 2.495 -0.268 0.272
H -0.984 2.278 -2.102 0.255
C 1.500 -0.899 1.992 -1.161
C 0.955 -0.131 0.830 0.602
N 1.451 0.730 0.068 -0.685
H 0.949 -0.659 2.906 0.277
H 2.550 -0.644 2.129 0.370
H 1.405 -1.974 1.820 0.302
```

HOMO energy = -7.4 eV

Most stable one: model Q, least stable one: model R.

Model P:
Entry from OMol25: a structure of composition C6H12N2O (ωB97M-V with the def2-TZVPD basis set).

Structure (XYZ):
```
21
Properties=species:S:1:pos:R:3:mulliken_charge:R:1
C 0.492 1.964 -0.231 -1.311
C 0.213 0.678 0.614 0.177
C 1.520 -0.021 0.970 -0.278
C -0.698 -0.155 -0.236 0.214
C -1.316 -1.362 0.409 -0.608
C -2.591 -0.654 -0.117 -0.413
H -0.405 2.084 -0.811 0.363
H 0.627 2.827 0.380 0.385
H 1.453 1.861 -0.731 0.305
H -0.325 0.867 1.564 0.406
H 1.701 0.035 2.046 0.354
H 2.021 -0.219 -1.623 0.205
H 3.359 -1.262 -1.222 0.258
H -0.319 -0.256 -1.249 0.275
H -1.059 -2.430 0.038 0.249
H -1.165 -1.361 1.529 0.252
H -2.980 -1.018 -1.088 0.237
H -3.469 -0.548 0.618 0.248
N 2.482 -0.662 0.449 -0.467
N 2.424 -0.931 -0.966 -0.382
O -1.965 0.562 -0.342 -0.469
```

HOMO energy = -9.0 eV

Model Q:
Entry from OMol25: a cluster of 2 separate species, C6H12N2O in total (ωB97M-V with the def2-TZVPD basis set).

Structure (XYZ):
```
21
Properties=species:S:1:pos:R:3:mulliken_charge:R:1
C 0.181 -1.418 -0.992 1.276
C -0.684 -2.273 -0.122 -1.357
C -0.379 -0.649 -2.054 -1.118
N 1.628 -1.487 -0.771 -0.840
N 1.433 -0.508 -0.069 0.034
H -0.227 -2.440 0.853 0.398
H -0.885 0.309 -1.398 0.278
H -0.821 -3.245 -0.605 0.387
H -1.660 -1.810 0.029 0.261
H 0.335 -0.185 -2.728 0.363
H -1.186 -1.149 -2.584 0.355
C -0.310 0.751 1.960 -1.301
C 0.995 2.243 0.343 -1.282
C -0.130 1.274 0.562 1.126
O -1.074 1.211 -0.270 -0.652
H 0.596 0.247 2.298 0.335
H 1.947 1.830 0.683 0.354
H -1.146 0.057 2.012 0.265
H -0.490 1.585 2.643 0.432
H 0.798 3.155 0.920 0.386
H 1.077 2.502 -0.710 0.299
```

SMILES = CC1(C)N=N1.CC(C)=O
HOMO energy = -8.0 eV

Most stable one: model P, least stable one: model Q.